The molecule C20H31N3O2. Source: OMol25; level of theory: the ωB97M-V functional and the def2-TZVPD basis.

CARTESIAN COORDINATES (ANGSTROEM)
1 C -0.71866 -4.06715 -0.20429
2 C -0.58704 -3.04925 -1.33159
3 C 0.32178 -1.85180 -1.01667
4 C 1.77040 -2.28350 -0.79486
5 C -0.20714 -1.04849 0.19360
6 N -1.59884 -0.70601 0.02581
7 C -2.54528 -1.05680 0.91765
8 O -2.31796 -1.82718 1.83391
9 C -3.92660 -0.44486 0.72729
10 C -4.42437 -0.29731 -0.71746
11 C -3.93275 0.93922 -1.47457
12 C -4.05892 2.21949 -0.64866
13 C -3.46948 3.40472 -1.40786
14 C -3.36276 2.03864 0.70001
15 C -3.99693 0.89325 1.48071
16 C 0.56575 0.26610 0.30693
17 O 0.23585 1.25192 -0.32374
18 N 1.60504 0.24614 1.16297
19 C 2.52485 1.35950 1.29882
20 C 3.81993 1.06632 0.59069
21 C 4.99943 0.81378 1.27847
22 C 6.14429 0.50331 0.56213
23 C 6.05868 0.44590 -0.82046
24 N 4.94095 0.68159 -1.48659
25 C 3.85668 0.98650 -0.80022
26 H -1.34758 -4.89191 -0.53183
27 H 0.24968 -4.47437 0.07466
28 H -1.18256 -3.62182 0.67150
29 H -0.18928 -3.54481 -2.22068
30 H -1.58176 -2.67504 -1.58197
31 H 0.29283 -1.18322 -1.88596
32 H 2.08645 -2.94042 -1.60174
33 H 2.43896 -1.42531 -0.78443
34 H 1.87852 -2.82185 0.14410
35 H -0.12330 -1.63736 1.11126
36 H -1.76982 0.04515 -0.62523
37 H -4.59727 -1.14442 1.24025
38 H -4.16897 -1.19739 -1.28196
39 H -5.51558 -0.24260 -0.67183
40 H -2.89508 0.82863 -1.79759
41 H -4.52785 1.03789 -2.38668
42 H -5.12288 2.41088 -0.46429
43 H -3.95187 3.52018 -2.37621
44 H -2.40343 3.25662 -1.56772
45 H -3.60541 4.32511 -0.84458
46 H -3.45467 2.95893 1.28165
47 H -2.29731 1.85883 0.54415
48 H -3.51137 0.78085 2.45255
49 H -5.04822 1.13293 1.66099
50 H 1.85270 -0.61872 1.61679
51 H 2.02959 2.22200 0.84398
52 H 2.70051 1.55623 2.36031
53 H 5.02234 0.86468 2.35859
54 H 7.07810 0.30701 1.06563
55 H 6.92066 0.20128 -1.42660
56 H 2.96555 1.18129 -1.38350

Atoms 1-2, force components in eV/Å:
0.0 0.1 -0.2
0.0 0.1 0.1

## Properties
- SMILES: CC[C@H](C)[C@H](NC(=O)[C@H]1CC[C@@H](C)CC1)C(=O)NCc1cccnc1
- HOMO energy: -9.35 eV
- LUMO energy: 0.024 Eh
- Kohn-Sham gap: 10.00 eV
- Total energy: -29810.4295 eV